1.
{
  "formula": "C14H46N4O14",
  "method": "ωB97M-V/def2-TZVPD",
  "symbols": ["N", "C", "N", "C", "O", "N", "O", "C", "C", "O", "O", "N", "H", "H", "H", "H", "H", "H", "C", "O", "H", "H", "H", "H", "C", "O", "H", "H", "H", "H", "C", "O", "H", "H", "H", "H", "C", "O", "H", "H", "H", "H", "C", "O", "H", "H", "H", "H", "C", "O", "H", "H", "H", "H", "C", "O", "H", "H", "H", "H", "C", "O", "H", "H", "H", "H", "C", "O", "H", "H", "H", "H", "C", "O", "H", "H", "H", "H"],
  "coordinates": [[-2.98208, 2.50925, 3.02474], [-2.81943, 1.38182, 2.33476], [-3.92819, 0.65512, 1.84800], [-3.40961, -0.13369, 0.73379], [-3.77574, 0.40518, -0.51848], [-3.31259, 1.70505, -0.56542], [-3.33500, 2.14043, -1.64791], [-1.93628, -0.26393, 1.05252], [-1.75995, -1.64589, 1.72530], [-2.39286, -1.73062, 2.80910], [-1.05215, -2.48090, 1.19523], [-1.68947, 0.84217, 1.99729], [-3.53707, 2.45113, 3.85837], [-2.54328, 3.36921, 2.73227], [-4.20830, 0.10366, 2.66242], [-3.88225, -1.10629, 0.79193], [-1.30224, -0.14881, 0.18076], [-0.97181, 1.49405, 1.69519], [-4.12861, 0.90159, -5.15097], [-5.31853, 1.11015, -4.40052], [-4.36284, 0.99215, -6.20839], [-3.37951, 1.65344, -4.88682], [-3.73219, -0.09854, -4.95751], [-5.08327, 1.02454, -3.47293], [-0.19920, 3.24974, 4.71385], [-0.03856, 3.48973, 3.31348], [-0.85951, 2.39620, 4.84417], [0.76632, 3.02869, 5.17278], [-0.64253, 4.12662, 5.19297], [0.54847, 4.25010, 3.22296], [2.68133, 5.84844, 0.98244], [2.21521, 5.55768, 2.30075], [1.95642, 6.50569, 0.50870], [3.64841, 6.35258, 1.02318], [2.77404, 4.92967, 0.39666], [2.86460, 4.98089, 2.71252], [1.33628, -4.64287, -0.15822], [1.05346, -3.42690, -0.83397], [1.92860, -5.27282, -0.82140], [1.90790, -4.44340, 0.75325], [0.41138, -5.16478, 0.09869], [0.53019, -2.88579, -0.23201], [-1.41703, 4.95461, -0.40613], [-1.22320, 4.12542, 0.74480], [-2.35276, 5.49595, -0.29040], [-0.59319, 5.66914, -0.48386], [-1.46501, 4.33798, -1.30468], [-0.39232, 3.65830, 0.62524], [3.24416, -7.85774, -2.84099], [4.32099, -6.92492, -2.82992], [3.66341, -8.85878, -2.90885], [2.65664, -7.77835, -1.92165], [2.59308, -7.68325, -3.70230], [3.93794, -6.04376, -2.76848], [-1.81141, 8.36665, 1.20755], [-0.57688, 7.70357, 1.46097], [-1.66021, 9.43088, 1.36543], [-2.13321, 8.20188, 0.17514], [-2.58656, 8.01100, 1.89170], [-0.72110, 6.76371, 1.32165], [4.72445, -3.39697, -1.36866], [5.09961, -4.22299, -2.47422], [3.64953, -3.48147, -1.22963], [5.23426, -3.73023, -0.46133], [4.97882, -2.35416, -1.57280], [6.04876, -4.13991, -2.58588], [3.97818, -4.83174, -6.00032], [2.80769, -4.74211, -5.20001], [3.68965, -4.78126, -7.04767], [4.64877, -3.99887, -5.77140], [4.48604, -5.78163, -5.81310], [3.09237, -4.78871, -4.28404], [-0.41790, -4.49462, 4.03021], [-1.11837, -3.48701, 4.74158], [0.27783, -4.97412, 4.71798], [-1.11104, -5.24815, 3.64358], [0.14120, -4.05886, 3.19838], [-1.73274, -3.06925, 4.11855]],
  "homo_ev": -8.94,
  "e_tot_ha": -1833.1182,
  "fmax_ev_per_a": 2.4
}

2.
{
  "formula": "C14H47NO9",
  "method": "ωB97M-V/def2-TZVPD",
  "symbols": ["C", "O", "H", "H", "H", "H", "C", "O", "H", "H", "H", "H", "C", "O", "H", "H", "H", "H", "C", "O", "H", "H", "H", "H", "C", "O", "H", "H", "H", "H", "C", "O", "H", "H", "H", "H", "C", "C", "C", "O", "C", "N", "H", "H", "H", "H", "H", "H", "H", "H", "H", "H", "H", "C", "C", "O", "H", "H", "H", "H", "H", "H", "C", "C", "O", "H", "H", "H", "H", "H", "H"],
  "coordinates": [[12.27066, -15.58398, 7.12799], [12.83803, -15.69032, 8.43540], [13.09424, -15.81012, 6.45073], [11.47538, -16.30102, 6.92427], [11.87629, -14.57400, 7.01606], [13.30177, -16.52647, 8.52148], [6.24506, -15.25950, 2.77908], [6.87799, -14.15595, 2.23943], [6.98861, -15.84636, 3.31837], [5.42994, -14.93346, 3.42513], [5.89240, -15.87561, 1.95196], [7.04961, -13.63882, 3.02983], [14.15376, -13.77820, 1.40259], [13.60577, -14.60211, 2.43953], [15.17598, -14.05947, 1.14952], [13.54193, -13.90708, 0.50976], [14.03316, -12.72466, 1.65480], [14.26392, -15.21593, 2.77372], [6.49880, -11.55295, 4.51504], [7.36786, -12.66544, 4.69184], [6.11060, -11.23254, 5.48186], [7.10257, -10.77053, 4.05528], [5.68113, -11.81350, 3.84301], [7.82959, -12.54294, 5.52455], [9.88292, -10.83018, 6.78513], [8.89868, -11.86615, 6.95333], [10.00707, -10.49293, 5.75608], [9.67485, -9.99062, 7.44842], [10.82838, -11.23426, 7.14697], [8.56238, -11.76763, 7.84709], [10.67444, -13.81564, 3.80776], [11.46822, -13.04189, 2.91951], [11.30854, -14.55626, 4.29512], [10.14413, -13.09997, 4.43599], [9.94615, -14.36841, 3.21436], [12.22711, -13.59732, 2.72671], [11.97799, -17.69002, 3.30387], [11.57854, -19.12980, 3.62147], [10.04629, -19.38032, 3.29306], [9.83797, -20.73938, 3.71754], [8.56153, -21.24080, 3.26558], [12.49022, -19.98013, 2.88880], [12.96902, -17.48474, 3.70862], [11.26221, -17.00584, 3.75956], [11.98451, -17.42655, 2.24621], [11.62858, -19.31673, 4.69416], [9.95068, -19.35507, 2.20755], [9.32449, -18.68806, 3.72652], [8.44093, -20.94399, 2.22374], [7.74994, -20.75822, 3.81012], [8.55070, -22.32271, 3.39783], [12.39717, -20.93897, 3.19223], [12.27290, -20.04478, 1.90457], [9.22774, -10.55312, 0.81209], [9.66622, -9.96651, 2.17413], [11.03242, -10.37712, 2.26624], [9.29194, -11.62542, 0.62726], [9.78884, -10.12699, -0.01957], [8.16548, -10.32530, 0.72368], [9.02078, -10.31132, 2.98198], [9.62515, -8.87844, 2.22413], [11.08824, -11.30469, 2.50727], [9.64312, -15.47027, 0.40806], [9.11459, -16.58757, -0.41623], [9.70823, -17.69759, 0.18524], [9.25611, -15.57909, 1.42121], [9.24300, -14.48621, 0.16385], [10.73154, -15.41170, 0.40437], [9.35810, -16.49324, -1.47448], [8.02603, -16.56728, -0.36411], [9.00718, -18.32193, 0.38610]],
  "homo_ev": -9.23,
  "e_tot_ha": -1293.3371,
  "fmax_ev_per_a": 2.6
}

3.
{
  "formula": "C14H49N17O10",
  "method": "ωB97M-V/def2-TZVPD",
  "symbols": ["C", "C", "C", "O", "C", "N", "H", "H", "H", "H", "H", "H", "H", "H", "H", "H", "H", "C", "C", "O", "H", "H", "H", "H", "H", "H", "C", "O", "N", "N", "H", "H", "H", "H", "C", "O", "N", "N", "H", "H", "H", "H", "C", "O", "N", "N", "H", "H", "H", "H", "C", "O", "N", "N", "H", "H", "H", "H", "C", "O", "N", "N", "H", "H", "H", "H", "C", "O", "N", "N", "H", "H", "H", "H", "C", "O", "N", "N", "H", "H", "H", "H", "C", "O", "N", "N", "H", "H", "H", "H"],
  "coordinates": [[3.36911, -1.56107, 1.40941], [2.47939, -1.72522, 2.70447], [2.42833, -3.09367, 3.33760], [1.84576, -3.90772, 2.32102], [1.41129, -5.11354, 2.86012], [2.87572, -0.68331, 3.69452], [4.40875, -1.80222, 1.63097], [3.30648, -0.51802, 1.09921], [2.98137, -2.14301, 0.57327], [1.50072, -1.35899, 2.39434], [1.82136, -3.05164, 4.24200], [3.41370, -3.46997, 3.61240], [1.05285, -5.79605, 2.08954], [0.60352, -5.03635, 3.58791], [2.26458, -5.55232, 3.37728], [3.78023, -0.48050, 3.29348], [3.22885, -1.20302, 4.48528], [-0.09100, 0.22252, 0.31568], [-0.27426, -0.05380, -1.12507], [0.55404, 0.86571, -1.84821], [0.96539, 0.28009, 0.57803], [-0.53772, -0.59501, 0.88153], [-0.56825, 1.17828, 0.53216], [-1.30957, 0.14664, -1.40086], [-0.09208, -1.10757, -1.33598], [0.05312, 1.67966, -1.93850], [-2.36743, 1.76579, -4.95068], [-2.97419, 1.57713, -5.98088], [-1.95608, 0.80162, -4.10491], [-2.06341, 2.97285, -4.57499], [-2.23787, -0.10371, -4.45288], [-1.71003, 1.08286, -3.16658], [-1.65596, 3.09248, -3.65860], [-2.39936, 3.70770, -5.18098], [0.49550, -3.57526, -1.02689], [-0.17974, -3.55936, -2.05501], [-0.02885, -3.33203, 0.12409], [1.78069, -3.76771, -0.97861], [-0.99868, -3.05982, 0.19768], [0.62316, -2.97016, 0.80529], [2.09376, -4.06696, -1.89104], [2.25841, -3.99611, -0.11853], [-1.48425, 4.45523, -1.26874], [-1.03384, 3.58000, -1.94708], [-1.55171, 5.71956, -1.68390], [-2.12372, 4.31302, -0.13802], [-0.78770, 5.87578, -2.32575], [-1.92702, 6.36171, -1.00061], [-2.43703, 5.17052, 0.29397], [-2.10139, 3.45370, 0.39224], [-0.52932, 2.11113, 3.07106], [0.65836, 1.97779, 3.31127], [-1.11193, 3.17013, 2.73676], [-1.41821, 1.11809, 3.23360], [-0.54421, 4.00545, 2.73229], [-2.07281, 3.05075, 2.44944], [-2.39338, 1.37479, 3.29056], [-1.01279, 0.32616, 3.71169], [2.32244, 3.70997, 0.27642], [1.76167, 4.59999, 0.90112], [2.89077, 2.70918, 0.83275], [2.45803, 3.75242, -1.01640], [2.54966, 2.80020, 1.77903], [3.19997, 1.95158, 0.24068], [3.08694, 3.15241, -1.53075], [1.97220, 4.51899, -1.45959], [4.25757, 0.07739, -1.67528], [4.31099, 1.03814, -0.99443], [5.26652, -0.62911, -1.93236], [3.12373, -0.47239, -1.96925], [5.18794, -1.60932, -2.16282], [6.11544, -0.29677, -1.49764], [2.22006, -0.02752, -1.89464], [3.14877, -1.37797, -2.41579], [-4.96698, -0.72526, 1.57202], [-5.91631, 0.04663, 1.41521], [-5.01462, -1.94601, 1.77087], [-3.73283, -0.24285, 1.61467], [-4.17407, -2.50582, 1.75757], [-5.93829, -2.32780, 1.91637], [-2.89865, -0.74074, 1.33835], [-3.78607, 0.75932, 1.72838], [-3.03755, -2.02365, -1.54689], [-2.59425, -2.50302, -0.52635], [-4.09342, -1.30908, -1.55831], [-2.51716, -2.28246, -2.72330], [-4.50542, -0.96737, -2.41480], [-4.54151, -1.13528, -0.66998], [-2.79798, -1.96686, -3.64070], [-1.63824, -2.77999, -2.73099]],
  "s2": 0.758,
  "multiplicity": 2,
  "total_charge": 1,
  "homo_ev": [-11.25, -11.25],
  "e_tot_ha": -2245.9323,
  "fmax_ev_per_a": 7.7
}